Record 1
Entry from OMol25: a 3-piece molecular cluster, C13H33BBrN3O6 overall (ωB97M-V/def2-TZVPD).

Values from the calculation:
- net charge = 0
- strongest force on any atom (eV Å⁻¹) = 5.25
- SMILES = COB(O)NC(=O)OC[C@@H](C)Br.COC[C@@H](C)N.COC[C@@H](C)N
- orbital gap (eV) = 9.45
- E_LUMO (hartree) = 0.0054

Each line ends with the natural charge from an NBO analysis.
Geometry (Å):
H: 1.126 -1.552 0.668  0.50
C: -0.114 -2.021 3.558  0.89
H: 3.350 1.023 1.288  0.21
O: 3.146 2.093 -1.183  -0.55
H: 2.888 3.038 0.606  0.18
H: 5.452 4.333 -3.928  0.22
H: -3.501 -0.323 2.019  0.27
H: 2.166 3.051 -2.752  0.17
H: -0.574 0.039 1.678  0.19
C: -1.253 -0.153 2.596  -0.11
H: 5.178 4.239 -2.197  0.20
H: -4.819 -4.037 -0.275  0.36
H: -5.376 -2.600 -2.749  0.19
C: 3.200 3.282 -0.412  -0.25
H: -2.286 2.208 3.534  0.21
O: 3.307 -0.719 2.453  -0.74
H: 4.227 3.648 -0.361  0.17
H: -1.653 -2.141 0.824  0.20
C: 3.111 0.723 2.375  -0.27
H: -6.209 -3.352 -0.684  0.35
C: 4.237 2.636 -3.359  -0.08
H: 4.015 2.509 -4.425  0.19
C: -4.684 -2.952 -1.976  -0.08
O: -1.270 -1.579 2.867  -0.51
H: -2.919 -3.073 -3.237  0.20
H: -3.518 -1.094 -1.862  0.17
H: -0.861 0.417 3.503  0.18
C: -3.585 -3.740 -2.683  -0.61
H: 2.559 1.354 -2.964  0.18
C: 4.708 4.075 -3.169  -0.62
O: 1.634 -2.137 1.273  -0.94
C: -2.162 -2.389 -0.108  -0.26
N: -5.418 -3.857 -1.082  -0.82
H: -4.023 -4.440 -3.400  0.22
H: -1.656 -1.870 -0.927  0.16
O: -0.199 -3.126 4.160  -0.53
C: -4.164 -1.710 -1.224  -0.07
H: 3.824 1.241 3.122  0.20
H: 3.875 4.777 -3.269  0.20
H: 1.043 -0.324 4.003  0.41
H: 5.049 0.772 -3.227  0.35
H: -2.980 -4.332 -1.993  0.20
H: 2.033 1.040 2.623  0.15
H: -5.027 -1.087 -0.967  0.18
H: 2.536 4.058 -0.801  0.17
B: 2.020 -1.410 2.468  1.29
H: -4.109 2.028 3.138  0.24
C: -3.151 1.466 3.395  -0.64
Br: -2.453 1.611 0.582  -0.03
N: 1.159 -1.293 3.680  -0.95
C: -2.696 0.458 2.212  -0.24
O: -3.521 -2.000 0.015  -0.56
C: 2.949 2.302 -2.579  -0.08
H: -3.267 0.911 4.393  0.23
H: 5.412 1.724 -1.991  0.35
H: -2.091 -3.470 -0.240  0.17
N: 5.333 1.725 -3.008  -0.82

=====

Record 2
Entry from OMol25: one molecule with the formula C24H23N3O3 (ωB97M-V/def2-TZVPD).

Values from the calculation:
- net charge = 0
- strongest force on any atom (eV Å⁻¹) = 0.56
- SMILES = COc1ccc([C@H](CC(=O)Nc2ccc(C)cn2)N2Cc3ccccc3C2=O)cc1
- orbital gap (eV) = 9.05
- E_LUMO (hartree) = 0.0236

Each line ends with the natural charge from an NBO analysis.
Geometry (Å):
N: -2.032 1.060 0.105  -0.43
C: -1.420 -1.774 0.762  -0.14
C: 4.423 0.310 0.753  -0.27
C: 5.233 2.409 -0.768  0.04
O: -0.382 -5.047 -0.563  -0.49
C: -1.374 -3.148 0.608  -0.30
C: 0.295 -2.876 -1.098  -0.25
H: -2.214 -5.799 0.061  0.17
N: 2.219 1.401 0.693  -0.62
C: -2.614 1.223 -1.211  -0.25
H: -2.088 -1.349 1.496  0.22
H: -7.437 2.501 0.603  0.22
H: -0.860 -6.939 -0.132  0.20
C: -1.139 -5.944 0.212  -0.25
C: -0.511 -3.713 -0.325  0.31
H: -7.124 2.516 -1.827  0.22
H: -5.544 1.906 2.110  0.23
C: 6.179 1.450 -0.433  -0.09
O: -2.728 1.066 2.307  -0.62
H: -0.905 -5.851 1.277  0.18
H: -2.084 1.999 -1.777  0.21
O: 1.910 -0.457 1.971  -0.59
C: -2.933 1.211 1.120  0.67
H: 5.498 3.266 -1.374  0.19
H: 0.964 -3.326 -1.815  0.22
C: 7.603 1.554 -0.880  -0.62
C: 5.740 0.381 0.346  -0.15
C: 3.567 1.337 0.358  0.36
H: -2.007 -3.764 1.226  0.22
H: 0.873 -0.876 -1.542  0.21
N: 3.967 2.360 -0.390  -0.46
C: -0.671 0.559 0.186  -0.02
H: -2.554 0.286 -1.780  0.22
H: 8.265 1.623 -0.017  0.22
C: -6.472 2.247 0.190  -0.22
C: 0.011 0.946 1.509  -0.50
C: -4.028 1.607 -0.913  0.08
C: -5.426 1.918 1.037  -0.15
H: -4.940 1.943 -2.828  0.22
C: 0.237 -1.509 -0.939  -0.18
H: -0.467 0.419 2.334  0.27
H: 6.435 -0.395 0.634  0.21
H: 7.888 0.669 -1.447  0.22
H: 4.053 -0.502 1.355  0.26
H: 7.750 2.432 -1.503  0.22
C: 1.471 0.537 1.443  0.70
C: -5.070 1.935 -1.756  -0.24
C: -0.623 -0.941 -0.007  -0.10
C: -4.205 1.601 0.468  -0.17
H: 1.773 2.229 0.318  0.41
H: -0.086 2.020 1.675  0.22
C: -6.294 2.256 -1.187  -0.19
H: -0.123 1.034 -0.642  0.20